(1)
The following is a DFT calculation (the ωB97M-V functional and the def2-TZVPD basis) of C9H18CaF9O15S3 as an isolated structure at a distorted geometry.

Structure (ORCA input):
```
! wB97M-V def2-TZVPD RIJCOSX def2/J DEFGRID3
* xyz -1 1
F 3.98 -1.52 0.24
H -3.22 -2.68 0.47
F 3.31 -2.77 -1.41
O -3.42 0.60 -2.77
H 0.20 -0.30 -3.79
H 1.77 3.88 -0.52
H 2.61 1.97 -0.72
O 2.26 -2.48 -3.93
H -1.22 2.37 1.87
C 1.31 1.41 4.43
O 1.30 0.23 2.00
F -4.41 1.75 -0.15
C -2.96 -1.69 0.10
F -3.22 3.61 -0.52
O 0.91 -2.06 0.43
F 4.30 -3.64 0.22
O 3.31 1.64 2.66
F 2.12 1.73 5.47
O -1.69 -1.80 -0.61
C 0.33 -1.11 -3.07
H 0.92 3.16 1.72
S -2.60 1.63 -2.09
O 1.05 -0.54 -1.95
O 2.10 -2.91 2.35
O 1.49 -4.47 0.54
H -1.57 -1.44 2.53
C 3.42 -2.70 -0.10
C 1.03 3.09 -0.41
O -1.84 2.56 -2.95
H -0.27 4.16 1.03
O 1.70 1.81 -0.46
C -3.88 2.57 -1.04
S 2.30 0.60 3.04
C 0.21 3.19 0.89
Ca -0.06 -0.03 0.18
H 0.26 3.07 -1.18
H -3.57 -1.08 2.00
O -1.65 0.89 -1.25
C -2.88 -0.69 1.25
F 0.76 2.56 4.08
F -4.80 3.15 -1.83
H 0.82 -3.25 -2.77
O 2.86 -0.62 3.67
S 1.80 -3.08 0.92
H 0.17 -2.73 -4.32
H -3.74 -1.26 -0.53
H -2.94 0.36 1.01
O -0.69 2.10 1.12
H 1.77 0.05 -2.21
H -0.70 -1.26 -2.75
H 2.81 -2.66 -3.16
H -1.59 -2.71 -0.90
F 0.46 0.53 4.80
O -1.55 -0.76 1.86
C 0.86 -2.46 -3.52
*
```

Output
* E_LUMO: 2.07 eV
* orbital gap: 0.3155 hartree
* HOMO: -6.52 eV

---

(2)
The following is a DFT calculation (the ωB97M-V functional and the def2-TZVPD basis) of C6H11AlCl11N2 as an isolated structure at a distorted geometry.

Structure (ORCA input):
```
! wB97M-V def2-TZVPD RIJCOSX def2/J DEFGRID3
* xyz -7 1
N -0.28 3.23 -1.04
H -1.94 2.70 -2.29
C -1.26 3.54 -2.14
H 0.22 4.65 -3.34
Cl -1.00 -6.39 5.04
Cl -3.65 -3.99 4.03
H 2.22 3.51 1.00
H 0.93 5.06 -0.82
H 0.72 0.17 1.34
Cl 0.13 -2.69 3.98
Cl 2.96 -5.60 3.59
H 1.39 1.49 2.39
Cl -4.58 -4.59 -0.48
Cl -1.92 -1.72 0.88
Cl -1.13 -5.98 -2.01
C 1.38 1.04 1.39
Cl 2.90 -5.99 -0.29
Cl 3.12 -2.44 1.28
C 0.72 4.04 -0.54
H -1.18 4.02 -4.23
C 1.35 3.29 0.40
H 0.10 2.96 -3.71
Cl -2.32 -7.04 1.42
N 0.83 2.03 0.48
Cl 1.15 -2.83 -2.07
H -0.80 1.14 -0.66
C -0.23 2.02 -0.39
C -0.49 3.82 -3.41
Al 0.14 -4.60 1.06
H 2.36 0.74 1.04
H -1.86 4.41 -1.89
*
```

Output
* E_LUMO: 10.83 eV
* orbital gap: 0.0451 hartree
* HOMO: 9.61 eV

---

(3)
The following is a DFT calculation (the ωB97M-V functional and the def2-TZVPD basis) of a 2-piece molecular cluster, C4H14N3 overall at a distorted geometry.

Structure (ORCA input):
```
! wB97M-V def2-TZVPD RIJCOSX def2/J DEFGRID3
* xyz 1 1
H -1.18 -2.80 0.05
C 0.10 -0.52 -0.35
H -1.51 -2.34 -1.65
H -0.95 1.98 1.00
C -1.39 -0.83 0.05
N -0.34 1.75 0.16
H 0.82 -0.43 2.15
H 0.67 -1.43 -0.14
H 0.06 -0.03 -1.40
C -1.68 -2.19 -0.63
N 0.46 0.58 0.43
H -1.02 1.48 -0.62
N 1.00 0.48 1.68
C 2.58 1.52 -0.81
H 3.02 0.61 -1.13
H 2.06 2.17 -1.44
H -2.74 -2.47 -0.54
H -1.56 -0.94 1.17
H 0.85 1.37 2.27
H 2.76 1.99 0.11
H -2.01 0.05 -0.36
*
```

Output
* E_LUMO (spin up / spin down): -3.61 / -5.54 eV
* orbital gap (spin up / spin down): 0.3666 / 0.2573 hartree
* HOMO (spin up / spin down): -13.59 / -12.55 eV

---

(4)
The following is a DFT calculation (the ωB97M-V functional and the def2-TZVPD basis) of a 7-piece molecular cluster, C17H34F6O11S2 overall at a distorted geometry.

Structure (ORCA input):
```
! wB97M-V def2-TZVPD RIJCOSX def2/J DEFGRID3
* xyz -2 1
C -5.03 1.18 -0.08
C -3.88 2.86 -1.43
O 2.68 4.97 0.88
H 5.50 5.16 1.10
H 3.73 4.16 -0.79
H 5.30 4.41 2.74
H -5.18 1.39 -2.24
H -2.39 3.11 0.06
F 0.35 -5.64 2.84
C 2.85 -1.57 -3.95
F 2.43 -5.69 3.11
F 1.54 -7.19 1.92
O -0.88 -0.26 3.71
C 3.22 3.88 0.13
H -3.11 2.49 -2.11
H -0.08 -2.01 5.75
O -2.90 -1.81 -3.58
O 2.99 -2.92 -4.33
H 0.96 -0.03 6.25
O -0.66 -0.41 -0.46
C 4.84 4.61 1.77
H -2.56 -0.83 4.91
O -3.71 1.50 0.33
C -3.45 2.87 0.00
O 3.16 -5.14 0.11
H 4.30 -1.62 -2.22
H -3.96 3.88 -1.80
H 3.54 6.43 1.95
S -3.20 -2.79 -4.67
H 2.52 0.49 -4.50
C -0.76 -1.17 5.86
F -5.80 -3.17 -4.00
H 4.97 -1.04 -3.69
C 4.04 -1.08 -3.13
C -1.57 -1.17 4.60
H 0.75 1.15 3.93
O 1.61 -3.43 1.00
H 5.24 2.88 0.55
H -1.74 -2.19 4.25
H -5.72 1.50 0.71
H -6.02 2.79 -1.44
H -1.17 -0.47 -1.27
H 3.05 5.13 2.93
H 3.75 -0.07 -2.83
C 2.52 -0.49 -4.97
H -4.99 0.10 -0.21
C 1.49 -5.97 2.20
C -0.02 0.15 5.80
H -0.73 0.89 6.17
O 0.84 -5.20 -0.37
S 1.82 -4.82 0.65
C 3.51 5.34 1.96
C -5.12 -2.69 -5.06
F -5.40 -1.42 -5.29
O -2.98 -4.15 -4.17
H 1.65 -0.54 -5.62
C -5.20 2.08 -1.40
H 2.49 3.10 -0.10
H 1.12 -0.44 4.17
H -1.25 -0.29 0.29
H -1.32 -1.26 6.80
H -0.06 -1.16 -0.39
C 4.36 3.34 1.00
H 1.92 -1.46 -3.39
H -4.02 3.53 0.65
O -2.47 -2.66 -5.91
H 3.39 -0.52 -5.62
C 0.28 0.25 4.32
F -5.44 -3.41 -6.08
H 4.01 2.59 1.71
*
```

Output
* E_LUMO: 2.98 eV
* orbital gap: 0.1118 hartree
* HOMO: -0.07 eV

---

(5)
The following is a DFT calculation (the ωB97M-V functional and the def2-TZVPD basis) of one molecule with the formula C5H6BrCl at a distorted geometry.

Structure (ORCA input):
```
! wB97M-V def2-TZVPD RIJCOSX def2/J DEFGRID3
* xyz 0 3
H 0.03 -0.81 -1.76
C -0.61 -0.15 -1.15
C 1.33 0.82 0.16
Cl 3.99 1.06 -0.02
Br -1.17 2.54 0.24
H -1.45 0.02 -1.62
C -0.22 0.84 -0.12
H 1.57 0.10 1.00
C -0.83 -0.42 0.31
H -0.04 -1.15 0.80
H 2.27 2.15 -1.36
H -1.83 -0.42 0.58
C 2.37 1.46 -0.42
*
```

Output
* E_LUMO (spin up / spin down): 0.79 / -2.45 eV
* orbital gap (spin up / spin down): 0.2456 / 0.2792 hartree
* HOMO (spin up / spin down): -5.89 / -10.05 eV

---

(6)
The following is a DFT calculation (the ωB97M-V functional and the def2-TZVPD basis) of a 7-piece molecular cluster, C23H36NO19 overall at a distorted geometry.

Structure (ORCA input):
```
! wB97M-V def2-TZVPD RIJCOSX def2/J DEFGRID3
* xyz 1 1
O -3.14 -4.34 -0.23
O 1.64 1.84 0.24
H 0.01 -5.02 1.03
O -0.10 -6.72 -0.16
O 2.57 6.31 -2.19
C 1.51 1.19 3.30
C -4.51 -4.60 -0.02
C 0.86 -3.53 -2.59
H -1.63 8.58 -2.65
H -1.49 1.88 -2.01
H 0.57 7.61 -4.54
H 1.80 -3.44 -3.14
C -0.66 -5.87 0.83
H 1.04 4.92 -1.99
O 0.70 -0.61 6.02
C 3.83 -0.14 3.58
C -0.10 7.46 -3.68
H 0.08 -6.79 2.64
H 1.35 5.68 0.26
C 3.00 0.89 2.61
H 3.04 0.54 5.61
O -2.29 -2.30 -3.00
H -5.41 -3.10 -1.29
H 1.33 -2.04 4.56
H 0.84 1.77 2.51
C -5.15 -3.27 -0.24
C -1.28 -2.98 -2.93
H 3.98 -1.15 2.97
H 2.43 4.27 0.29
H -1.62 -5.49 0.46
H 3.65 -1.27 5.65
H 1.08 0.18 6.51
C -0.82 -6.76 2.01
C 0.57 1.46 -0.19
C -1.06 0.09 -0.87
O -2.23 7.78 -4.44
H 0.49 7.49 -2.76
C -2.95 -3.00 0.00
C 1.46 -0.88 4.79
H 4.89 0.33 3.84
N 0.89 -0.17 3.54
C -1.24 8.42 -3.66
O -0.74 6.20 -3.82
H -6.05 -3.13 0.38
H 0.25 -5.02 -4.04
H -1.48 -0.42 0.00
H 3.58 1.88 2.35
H 2.70 4.27 -2.09
H 1.20 -0.78 2.73
O 3.33 6.11 -0.07
C 0.08 -4.74 -2.99
H -1.67 -6.49 2.63
O 4.13 7.79 -1.40
H -2.52 1.65 -0.58
O -4.14 -2.35 0.14
H -4.87 -5.36 -0.73
H 2.76 0.32 1.60
C 3.40 6.82 -1.24
O -0.56 2.22 -0.22
O -0.01 -2.47 -2.92
C -1.95 6.44 -4.40
O -1.86 -2.46 0.08
H 1.69 1.83 4.27
O -0.27 -8.97 -0.53
H 0.31 -5.61 -2.36
C 2.23 5.23 -0.21
O 0.34 0.22 -0.70
C -1.52 1.51 -0.98
H -1.29 -0.49 -1.77
O -2.70 5.57 -4.82
H -0.97 9.39 -4.10
C 3.06 -0.48 5.01
H -0.16 -0.17 3.55
H 1.06 -3.50 -1.52
C -0.44 -8.00 0.19
O -1.26 -4.34 -2.84
O -1.00 -8.04 1.43
C 2.08 5.08 -1.69
H -4.65 -4.97 1.00
*
```

Output
* E_LUMO: -3.30 eV
* orbital gap: 0.3348 hartree
* HOMO: -12.41 eV

---

(7)
The following is a DFT calculation (the ωB97M-V functional and the def2-TZVPD basis) of C47H36F5N6O2SSr as an isolated structure at a distorted geometry.

Structure (ORCA input):
```
! wB97M-V def2-TZVPD RIJCOSX def2/J DEFGRID3
* xyz 1 1
H -2.44 -5.25 -2.82
H -3.51 0.97 3.19
C -1.63 6.47 2.88
C -0.96 -4.17 0.58
O 0.34 -2.21 -1.83
H -3.01 -0.11 -2.43
N -2.51 -0.37 0.28
C 1.05 -0.31 2.34
H 2.02 -0.12 4.26
H -0.10 -0.10 5.52
C -1.29 -0.19 3.74
H -0.92 -3.71 2.66
H 4.13 -0.17 -2.47
C 1.09 -0.20 3.73
S 0.06 2.88 2.22
C 4.56 -0.61 0.05
C -0.21 -0.56 -5.71
H 2.85 -5.18 -1.32
C -2.45 3.38 -3.12
C 1.17 -4.41 -0.51
H 1.56 -3.73 2.79
H 2.87 -4.18 0.75
H -2.22 -0.17 4.27
H 2.54 -5.10 -3.51
H -3.31 -1.76 -1.86
C 1.02 -3.66 -3.60
C -1.69 2.27 -2.76
H -2.61 3.62 -4.16
N 2.00 -4.71 -1.59
C -2.64 6.18 3.80
H 1.32 -0.62 -4.14
H -3.59 5.05 -2.41
C -3.66 -0.73 -1.81
H -5.72 0.30 -0.39
H -1.83 0.28 -6.94
F -3.44 7.15 4.27
C 2.30 -0.41 1.56
C -1.82 1.17 -5.03
C -4.76 0.73 1.48
C 0.30 -3.09 -5.91
H -5.62 1.19 1.94
C 3.16 -0.17 -1.98
C 3.31 -0.37 -0.51
N -0.15 0.59 -3.38
H 0.57 -0.44 -6.47
C -0.32 -3.89 1.78
C -0.24 -4.44 -0.58
C -2.82 4.86 4.21
H 5.63 -0.90 1.88
C -1.24 -0.18 2.34
H 3.60 -0.73 3.25
Sr -0.11 -0.09 -0.75
H 0.36 -3.28 -6.97
C 0.25 -2.61 -3.01
C -1.36 0.34 -5.97
C -2.48 0.01 1.56
F -2.20 2.60 4.16
F 0.13 5.77 1.50
H 2.65 0.77 -2.18
C -0.10 -0.17 4.44
H -4.68 -0.68 -2.21
C -0.82 5.46 2.40
H -3.12 4.49 0.00
H -1.67 2.53 0.48
C 1.06 -3.90 1.85
C -1.93 2.79 -0.54
C 0.25 -0.47 -4.24
H 2.56 -0.98 -2.39
C -3.58 0.60 2.18
H 1.69 -4.57 -5.45
H -2.70 1.77 -5.21
C -0.65 -2.04 -5.45
C -2.72 3.89 -0.81
F -1.46 7.72 2.45
C 3.53 -0.63 2.18
H -2.03 -4.22 0.57
C -0.96 4.12 2.80
C -3.65 -0.25 -0.40
C -2.20 -4.99 -1.79
C -4.81 0.26 0.18
C 1.86 -4.51 -2.90
H -1.51 -1.52 -3.50
F -3.82 4.55 5.06
H -2.74 -4.08 -1.51
N -1.44 1.99 -1.47
C -2.98 4.20 -2.14
H -1.65 -2.26 -5.83
C -1.99 3.86 3.73
C -1.17 1.31 -3.73
C 1.03 -3.80 -5.06
H 5.43 -0.71 -0.59
N -0.10 -0.29 1.68
C -0.55 -1.77 -3.94
C 4.67 -0.73 1.42
O -0.80 -4.81 -1.76
H -2.50 -5.81 -1.13
C 1.79 -4.16 0.71
N 2.21 -0.28 0.23
*
```

Output
* E_LUMO: -3.31 eV
* orbital gap: 0.1818 hartree
* HOMO: -8.26 eV

---

(8)
The following is a DFT calculation (the ωB97M-V functional and the def2-TZVPD basis) of a 7-piece molecular cluster, C30H55BO12S overall at a distorted geometry.

Structure (ORCA input):
```
! wB97M-V def2-TZVPD RIJCOSX def2/J DEFGRID3
* xyz 0 1
H -4.08 -4.48 1.86
H -0.49 1.92 1.80
H -1.19 -7.15 0.49
O 4.76 -2.36 0.92
C -1.27 7.38 -4.37
C 5.69 -2.54 3.33
H 1.76 5.85 4.23
C 0.68 -7.11 -2.13
H 5.24 -3.47 3.68
H 1.99 -4.60 2.32
C 1.74 -3.86 3.09
H 0.28 -8.40 -3.85
C -1.50 8.41 -3.27
H 1.99 -8.11 -3.52
H 0.08 3.14 -1.78
C -1.27 1.09 -4.90
C 4.06 0.60 3.19
H -2.96 5.57 -2.42
H -3.91 6.90 -3.11
H -2.64 8.09 -1.42
H -0.23 0.95 -0.75
H 5.72 -1.84 4.18
C -0.20 2.42 0.87
H -3.50 -6.59 0.78
O 2.87 1.33 3.02
C 1.08 -9.43 -2.08
H -2.73 -5.80 3.37
H -2.31 4.19 -0.22
H -3.34 1.05 -5.51
H -0.55 6.14 4.89
C 3.69 -0.81 2.70
H -1.63 2.84 -2.11
C 0.94 3.80 4.29
H 0.90 -4.28 3.65
O 1.27 -7.41 -0.86
C -0.81 1.79 -0.36
H 6.70 -2.67 2.92
C 1.70 -8.78 -0.86
C -0.89 2.97 -1.32
O -0.63 3.79 0.89
H 1.77 3.13 4.09
C 1.91 0.42 3.33
O -0.05 -1.90 2.60
H 1.66 -10.28 -2.45
C -2.18 -5.12 2.71
H 2.80 -8.79 -0.91
C -3.05 -4.63 1.57
H -1.37 2.71 -7.13
H 0.90 2.42 0.81
H -2.75 3.65 -4.59
H -2.24 0.46 -6.76
S 1.30 -2.29 2.32
H 5.02 -3.30 0.96
H -1.23 4.23 -5.29
H -0.80 2.62 4.85
H -0.60 8.95 -3.00
O 5.03 1.01 3.63
C -2.35 1.20 -5.96
H 0.08 -9.79 -1.85
H -0.28 6.92 -4.28
H -0.85 5.07 -0.72
C 2.37 -0.93 2.77
C -2.86 -5.73 0.53
C 0.07 5.56 5.59
C -1.85 3.35 -5.13
H -1.82 1.42 -0.14
O -1.10 -5.87 2.12
H 0.23 6.17 6.48
H -2.66 -3.69 1.18
H -0.40 -7.01 -1.98
O -1.14 2.40 -4.32
H -1.24 7.03 -1.64
O 1.41 -2.47 0.89
C -2.06 7.54 -2.16
H 0.48 2.67 6.08
H -3.08 -5.42 -0.49
C -2.89 6.53 -2.93
O -2.25 6.36 -4.20
C -0.03 3.25 5.31
H 2.57 -3.76 3.80
C -2.20 2.64 -6.43
O 0.92 0.51 3.95
H -0.74 -5.47 0.13
H 0.43 3.99 3.34
H -0.31 0.82 -5.34
C 1.01 -8.27 -3.05
H -1.36 7.81 -5.37
H -1.52 0.37 -4.11
H -1.76 -4.31 3.30
H 2.13 4.93 5.69
H 1.07 -6.16 -2.49
O -0.65 4.38 5.94
H 1.39 -9.25 0.08
C 1.36 5.11 4.93
H -3.09 3.04 -6.90
B 4.72 -1.92 2.21
C -1.40 -6.11 0.73
H -2.26 9.13 -3.59
C -1.23 4.11 -0.37
*
```

Output
* SMILES: CB(O)C1=C(S(C)(=O)=O)C(=O)OC1=O.C1CCOC1.C1CCOC1.C1CCOC1.C1CCOC1.C1CCOC1.C1CCOC1
* E_LUMO: -1.04 eV
* orbital gap: 0.2868 hartree
* HOMO: -8.85 eV

---

(9)
The following is a DFT calculation (the ωB97M-V functional and the def2-TZVPD basis) of C2H2MgO4 as an isolated structure at a distorted geometry.

Structure (ORCA input):
```
! wB97M-V def2-TZVPD RIJCOSX def2/J DEFGRID3
* xyz 0 1
H 0.31 -1.46 -0.94
O -2.40 0.16 -0.15
C -1.31 0.66 0.09
O -0.35 -0.06 0.77
O -0.90 1.84 -0.22
O 1.72 -0.06 -0.40
Mg 0.99 1.61 0.27
C 0.83 -0.98 -0.09
H 1.13 -1.70 0.68
*
```

Output
* E_LUMO: -2.19 eV
* orbital gap: 0.2614 hartree
* HOMO: -9.30 eV

---

What did the second record say?
The following is a DFT calculation (the ωB97M-V functional and the def2-TZVPD basis) of C6H11AlCl11N2 as an isolated structure at a distorted geometry.

Structure (ORCA input):
```
! wB97M-V def2-TZVPD RIJCOSX def2/J DEFGRID3
* xyz -7 1
N -0.28 3.23 -1.04
H -1.94 2.70 -2.29
C -1.26 3.54 -2.14
H 0.22 4.65 -3.34
Cl -1.00 -6.39 5.04
Cl -3.65 -3.99 4.03
H 2.22 3.51 1.00
H 0.93 5.06 -0.82
H 0.72 0.17 1.34
Cl 0.13 -2.69 3.98
Cl 2.96 -5.60 3.59
H 1.39 1.49 2.39
Cl -4.58 -4.59 -0.48
Cl -1.92 -1.72 0.88
Cl -1.13 -5.98 -2.01
C 1.38 1.04 1.39
Cl 2.90 -5.99 -0.29
Cl 3.12 -2.44 1.28
C 0.72 4.04 -0.54
H -1.18 4.02 -4.23
C 1.35 3.29 0.40
H 0.10 2.96 -3.71
Cl -2.32 -7.04 1.42
N 0.83 2.03 0.48
Cl 1.15 -2.83 -2.07
H -0.80 1.14 -0.66
C -0.23 2.02 -0.39
C -0.49 3.82 -3.41
Al 0.14 -4.60 1.06
H 2.36 0.74 1.04
H -1.86 4.41 -1.89
*
```

Output
* E_LUMO: 10.83 eV
* orbital gap: 0.0451 hartree
* HOMO: 9.61 eV